The following is a DFT calculation (ωB97M-V/def2-TZVPD) of 5 unconnected molecules or ions with the total composition C24H43F12NO10P.

Values from the calculation:
E_HOMO in eV: -4.15
Gap between HOMO and LUMO in eV: 5.80
Net charge: -1

```
91
Properties=species:S:1:pos:R:3:mulliken_charge:R:1
C -0.5216 -0.0235 -0.2108 -1.37
C -1.4460 0.9896 -0.8898 0.27
C -0.7824 1.5268 -2.1437 -0.08
C -1.5499 2.6294 -2.8978 -0.97
O -2.1924 3.5703 -2.0974 -0.55
P -3.9228 3.3316 -1.7518 0.93
C -4.4125 3.8564 -3.5170 -1.32
O -3.9692 5.0207 -1.2131 -0.72
N -5.6659 3.1847 -1.2767 -0.31
C -5.9796 1.9338 -0.5984 -0.85
C -6.3026 0.7907 -1.5490 -0.19
C -7.7587 0.8250 -2.0261 -1.16
H -0.8691 -0.2992 0.7818 0.42
H 0.4773 0.3965 -0.0970 0.11
H -0.4172 -0.9257 -0.8069 0.38
H -1.7029 1.7700 -0.1872 0.24
H -2.3481 0.4506 -1.1558 0.03
H -0.6859 0.6832 -2.8299 0.24
H 0.2232 1.8687 -1.9083 0.03
H -0.7946 3.1760 -3.4750 0.32
H -2.2114 2.1781 -3.6407 0.44
H -3.5466 2.9989 -0.3890 -0.26
H -3.8748 1.9466 -2.1455 -0.18
H -5.2923 3.2776 -3.7887 0.24
H -4.7060 4.8976 -3.5642 0.29
H -3.6615 3.6491 -4.2811 0.38
H -3.1407 5.4298 -1.5078 0.19
H -5.8064 3.9162 -0.5905 0.25
H -6.8909 2.1033 -0.0167 0.51
H -5.2066 1.6553 0.1354 0.29
H -6.0583 -0.1537 -1.0627 0.35
H -5.6739 0.8385 -2.4316 0.22
H -8.3958 0.9410 -1.1552 0.35
H -7.8493 1.6642 -2.7060 0.12
H -7.9642 -0.1036 -2.5468 0.37
C 3.7630 4.9652 2.4998 -1.10
C 2.5938 4.4333 1.6984 -0.22
O 3.0370 3.6488 0.5742 -0.30
C 3.4239 2.4116 0.8392 0.40
O 3.4486 1.8769 1.9100 -0.54
C 3.8000 1.7049 -0.4719 0.81
F 4.6171 2.4622 -1.2253 -0.28
F 2.6963 1.4475 -1.1803 -0.21
F 4.4293 0.5468 -0.2228 -0.24
H 4.4375 5.5321 1.8568 0.30
H 3.4055 5.6161 3.2967 0.37
H 4.3362 4.1545 2.9478 0.31
H 2.0230 5.2521 1.2679 0.34
H 1.9153 3.8432 2.3123 0.31
C 5.8668 -2.0040 0.5742 -0.92
C 6.5921 -2.5863 1.7670 -0.32
O 6.7213 -4.0228 1.6710 -0.31
C 7.6753 -4.4714 0.8726 0.32
O 8.4509 -3.8200 0.2359 -0.51
C 7.6890 -6.0083 0.9060 0.91
F 6.4549 -6.5150 0.7617 -0.26
F 8.1837 -6.4431 2.0813 -0.25
F 8.4555 -6.5002 -0.0718 -0.25
H 4.8943 -2.4812 0.4508 0.31
H 5.7236 -0.9411 0.7133 0.28
H 6.4313 -2.1610 -0.3444 0.33
H 6.0234 -2.4107 2.6770 0.34
H 7.5770 -2.1400 1.8997 0.33
C 10.2408 -8.7703 3.2505 -0.99
C 9.9722 -9.7533 4.3690 -0.26
O 10.6036 -9.3449 5.5998 -0.31
C 9.9860 -8.3905 6.2839 0.33
O 8.9608 -7.8488 5.9943 -0.50
C 10.7710 -8.0939 7.5725 0.92
F 12.0821 -7.9483 7.3197 -0.25
F 10.6227 -9.1078 8.4443 -0.26
F 10.3265 -6.9763 8.1478 -0.24
H 11.3144 -8.6270 3.1214 0.33
H 9.8190 -9.1369 2.3156 0.37
H 9.8030 -7.7983 3.4655 0.23
H 10.4046 -10.7233 4.1338 0.31
H 8.9050 -9.8970 4.5329 0.34
C -11.8568 6.0593 -3.2864 -1.11
C -11.1692 5.1385 -2.3008 -0.21
O -11.4432 3.7545 -2.5890 -0.33
C -10.7424 3.2286 -3.5895 0.37
O -9.9289 3.7879 -4.2606 -0.50
C -11.0914 1.7401 -3.7421 0.88
F -12.4269 1.5448 -3.7553 -0.27
F -10.5788 1.0439 -2.7205 -0.21
F -10.5970 1.2560 -4.8834 -0.25
H -12.9294 5.8603 -3.3084 0.30
H -11.6964 7.0991 -3.0033 0.37
H -11.4720 5.9137 -4.2945 0.32
H -11.5524 5.3037 -1.2962 0.32
H -10.0926 5.3019 -2.2773 0.33
```